Computed, not measured: 2 unconnected molecules or ions with the total composition C3H5Br3O in a non-equilibrium geometry, with ωB97M-V/def2-TZVPD.

## Properties
- E (hartree) = -7914.44761
- max |F| (eV/Å) = 2.07
- energy above the lowest of the compared OMol25 structures with the same formula, charge and spin (eV) = 3.0287

Cartesian coordinates (Å):
C 1.662 0.329 0.053
C 0.589 0.707 1.056
C -1.329 -0.598 -0.159
O -0.793 -1.422 -1.107
Br -0.193 2.443 0.909
Br -2.275 -1.720 1.108
Br -2.470 0.863 -0.964
H 1.776 0.917 -0.869
H 2.611 0.034 0.402
H 1.314 -0.464 -0.598
H 0.485 0.280 2.062
H -1.376 -1.366 -1.891

Cartesian forces, eV/Å:
C -1.6 0.1 -1.3
C -0.9 -0.1 -1.7
C 0.3 0.5 0.1
O -0.4 1.1 -0.2
Br 0.7 -0.6 0.4
Br -0.1 0.5 0.2
Br 0.6 -1.2 0.5
H 0.1 1.4 1.0
H 1.0 -0.1 0.8
H -0.4 -1.4 0.7
H 0.2 0.1 -0.7
H 0.5 -0.2 0.2

Here are the Löwdin charges for atoms 1 to 6, given in e: -0.188, -0.552, -1.152, -0.201, 0.628, 0.613

Computed, not measured: C5H11N in the gas phase, with ωB97M-V/def2-TZVPD.

## Properties
- E (hartree) = -251.81370
- max |F| (eV/Å) = 0.94
- energy above the lowest of the compared OMol25 structures with the same formula, charge and spin (eV) = 1.3287

Cartesian coordinates (Å):
C -0.197 2.395 -0.648
N -0.852 1.282 -1.320
C -0.818 -0.014 -0.623
C 0.397 -0.337 0.222
C 0.184 -1.473 1.198
C 0.853 -2.614 1.215
H 0.894 2.331 -0.665
H -0.523 2.371 0.393
H -0.562 3.324 -1.078
H -0.484 1.135 -2.249
H -0.919 -0.778 -1.393
H -1.768 -0.161 -0.092
H 0.665 0.488 0.883
H 1.293 -0.538 -0.367
H -0.474 -1.222 2.027
H 1.479 -2.953 0.400
H 0.830 -3.237 2.098

Cartesian forces, eV/Å:
C -0.5 -0.5 0.1
N 0.1 -0.5 -0.1
C -0.7 0.0 -0.7
C 0.0 -0.5 0.7
C 0.3 0.4 -0.1
C -0.1 -0.1 0.2
H 0.1 0.3 0.0
H 0.1 0.2 0.1
H 0.2 0.1 -0.1
H 0.1 0.3 0.0
H 0.2 -0.1 -0.2
H 0.3 0.3 0.6
H -0.1 0.3 -0.1
H -0.1 0.0 -0.3
H 0.0 -0.1 0.0
H 0.2 0.2 0.0
H -0.3 -0.3 -0.1

Here are the Löwdin charges for atoms 1 to 6, given in e: -0.147, -0.134, -0.250, -0.221, -0.197, -0.007